Computed, not measured: a gas-phase ion, C4H10NO2 (charge +2), with ωB97M-V/def2-TZVPD.

The geometry in ORCA input format:
```
! wB97M-V def2-TZVPD RIJCOSX def2/J DEFGRID3
* xyz 2 2
O -0.3174 -2.1746 -1.4285
C -0.1577 -1.8595 -0.2480
O 0.1208 -2.6680 0.6965
C -0.3226 -0.3495 0.1766
C -0.2080 0.6154 -0.9863
C -0.2525 2.0641 -0.5453
N 0.6689 -0.0537 1.2571
H 0.1680 -3.6117 0.4129
H -1.3460 -0.3582 0.5719
H -0.9963 0.4435 -1.7197
H 0.6513 0.4032 -1.6407
H 0.6885 2.4515 -0.1197
H -0.9369 2.2215 0.3018
H -0.5775 2.7980 -1.2777
H 0.2958 -0.2644 2.1996
H 0.9809 0.9266 1.1992
H 1.5405 -0.5842 1.1502
*
```

Computed properties:
Orbital gap (spin up / spin down), eV: 10.7 / 5.8
Max |F|, hartree/bohr: 0.0361
Relative energy (zero: lowest compared OMol25 entry of this formula, charge and spin), kJ/mol: 96.34
DFT total energy, eV: -9873.7754

Table of Löwdin atomic charges, one value per atom, all in e: atom 1 (O): 0.4808, atom 2 (C): -0.3030, atom 3 (O): 0.2985, atom 4 (C): -0.1394, atom 5 (C): -0.1843, atom 6 (C): -0.0603, atom 7 (N): 0.2825, atom 8 (H): 0.2258, atom 9 (H): 0.2037, atom 10 (H): 0.1496, atom 11 (H): 0.1487, atom 12 (H): 0.0951, atom 13 (H): 0.1034, atom 14 (H): 0.1125, atom 15 (H): 0.2119, atom 16 (H): 0.1769, atom 17 (H): 0.1977

Computed, not measured: C4H10NO2PS2 in the gas phase, with ωB97M-V/def2-TZVPD.

The geometry in ORCA input format:
```
! wB97M-V def2-TZVPD RIJCOSX def2/J DEFGRID3
* xyz 0 3
C 0.3825 1.2014 -1.0329
C 1.0606 -0.1131 -0.6592
C -0.2755 1.7429 0.1830
C 2.5335 -1.1840 0.8114
N 2.0748 -0.0984 0.3505
O -1.4880 1.1726 0.5837
O -3.5064 -0.1947 1.2343
P -2.0035 -0.3640 0.4392
S -2.3535 -0.5402 -1.6554
S 1.7299 -2.8108 0.5716
H 1.1945 1.8069 -1.3479
H -0.4330 1.0887 -1.8257
H 0.2868 -0.8409 -0.4076
H 1.6061 -0.6427 -1.4132
H 0.4224 1.8621 1.0166
H -0.7616 2.7096 0.0209
H -2.6806 0.6928 -1.7163
H 3.4527 -1.1354 1.4992
H -3.6927 -0.9549 1.8070
H 2.4511 -3.3978 1.5406
*
```

Computed properties:
Orbital gap (spin up / spin down), eV: 6.0 / 6.2
Max |F|, hartree/bohr: 0.1658
DFT total energy, eV: -40849.6380

Table of Löwdin atomic charges, one value per atom, all in e: atom 1 (C): -0.1847, atom 2 (C): -0.3021, atom 3 (C): -0.2888, atom 4 (C): -0.6032, atom 5 (N): -0.0104, atom 6 (O): -0.3910, atom 7 (O): -0.3275, atom 8 (P): 0.5865, atom 9 (S): 0.4772, atom 10 (S): 0.7140, atom 11 (H): 0.1075, atom 12 (H): 0.0837, atom 13 (H): 0.0161, atom 14 (H): 0.1104, atom 15 (H): 0.1244, atom 16 (H): 0.1298, atom 17 (H): -0.2195, atom 18 (H): 0.0845, atom 19 (H): 0.0376, atom 20 (H): -0.1444

Computed, not measured: 2 unconnected molecules or ions with the total composition C4H10NO2S, with ωB97M-V/def2-TZVPD.

The geometry in ORCA input format:
```
! wB97M-V def2-TZVPD RIJCOSX def2/J DEFGRID3
* xyz -1 1
C -1.0389 0.1584 -0.6613
N -0.7789 -0.3925 0.6700
C -1.2622 0.1891 1.7760
O -1.1731 -0.2287 2.9216
C -0.1573 1.3790 -1.0297
C 1.2755 1.2602 -0.5124
S 2.0791 -0.2857 -1.0058
H -0.7406 -0.6064 -1.3702
H -2.0710 0.4986 -0.6616
H -0.3373 -1.3001 0.7284
H -1.7238 1.1508 1.5563
H -0.2104 1.4294 -2.1115
H -0.6251 2.3197 -0.7142
H 1.8060 2.1755 -0.7968
H 1.1711 1.2780 0.5794
H 1.4721 -3.0341 0.9792
H 1.2944 -2.6950 -0.5288
O 1.0203 -3.2963 0.1815
*
```

Computed properties:
Orbital gap, eV: 6.8
Max |F|, hartree/bohr: 0.0282
Relative energy (zero: lowest compared OMol25 entry of this formula, charge and spin), kJ/mol: 76.92
DFT total energy, eV: -20732.1402

Table of Löwdin atomic charges, one value per atom, all in e: atom 1 (C): -0.2319, atom 2 (N): 0.0232, atom 3 (C): -0.3957, atom 4 (O): -0.0323, atom 5 (C): -0.3162, atom 6 (C): -0.7582, atom 7 (S): 0.2230, atom 8 (H): 0.0851, atom 9 (H): 0.0989, atom 10 (H): 0.1063, atom 11 (H): 0.1240, atom 12 (H): 0.0835, atom 13 (H): 0.0865, atom 14 (H): 0.0380, atom 15 (H): 0.0316, atom 16 (H): 0.0146, atom 17 (H): -0.0610, atom 18 (O): -0.1195

Computed, not measured: a gas-phase ion, C4H10NO2S (charge +1), with ωB97M-V/def2-TZVPD.

The geometry in ORCA input format:
```
! wB97M-V def2-TZVPD RIJCOSX def2/J DEFGRID3
* xyz 1 1
C -2.2485 -0.8003 0.7410
C -0.8972 -0.1038 1.1769
C 0.3115 -0.2122 0.1742
N -0.1789 0.3795 -1.1447
C 1.6496 0.5476 0.4557
S 2.8093 0.5761 -0.7387
O 4.0018 1.2764 -0.6276
O 2.1755 0.4224 -2.0495
H -2.2232 -1.7893 1.0982
H -2.3799 -0.8598 -0.4488
H -3.0801 -0.3179 1.1568
H -0.6251 -0.5765 2.1611
H -1.0709 0.9310 1.1582
H 0.5145 -1.3174 -0.0258
H -1.0396 -0.2140 -1.3600
H 0.6809 0.3175 -1.8565
H -0.5374 1.3540 -1.3178
H 2.1378 0.3866 1.4470
*
```

Computed properties:
Orbital gap (spin up / spin down), eV: 9.0 / 9.0
Max |F|, hartree/bohr: 0.0805
Relative energy (zero: lowest compared OMol25 entry of this formula, charge and spin), kJ/mol: 363.01
DFT total energy, eV: -20720.2511
SMILES: CC[C@@H]([NH3+])C=S(=O)=O

Table of Löwdin atomic charges, one value per atom, all in e: atom 1 (C): -0.0496, atom 2 (C): -0.1624, atom 3 (C): -0.3073, atom 4 (N): 0.1194, atom 5 (C): -0.1494, atom 6 (S): 0.8581, atom 7 (O): -0.2105, atom 8 (O): -0.3091, atom 9 (H): 0.0582, atom 10 (H): 0.1123, atom 11 (H): 0.0615, atom 12 (H): 0.1434, atom 13 (H): 0.0895, atom 14 (H): 0.1811, atom 15 (H): 0.1457, atom 16 (H): 0.1075, atom 17 (H): 0.1969, atom 18 (H): 0.1148

Computed, not measured: 2 unconnected molecules or ions with the total composition C4H10NO3, with ωB97M-V/def2-TZVPD.

The geometry in ORCA input format:
```
! wB97M-V def2-TZVPD RIJCOSX def2/J DEFGRID3
* xyz -1 1
C 0.3716 -1.6814 1.3593
C -0.7011 1.4408 -1.7344
C 0.4145 -1.5709 -0.2186
C -0.7324 1.3985 -0.1413
N 0.5518 1.5584 0.2425
O 0.5397 1.4624 1.6678
O 1.3954 -0.7098 -0.5543
O -1.7015 1.0823 0.5602
H 0.2977 -2.7660 1.4042
H -0.5220 -1.1253 1.6927
H 1.3805 -1.2342 1.7295
H 0.0232 0.6689 -2.1682
H -0.3154 2.4389 -2.0498
H -1.6528 1.3224 -2.1855
H 0.5448 -2.4918 -0.8345
H -0.6336 -1.3074 -0.4068
H 1.0928 0.1878 -0.1341
H -0.3530 1.3264 1.7713
*
```

Computed properties:
Orbital gap, eV: 7.8
Max |F|, hartree/bohr: 0.0796
Relative energy (zero: lowest compared OMol25 entry of this formula, charge and spin), kJ/mol: 382.12
DFT total energy, eV: -11941.4364

Table of Löwdin atomic charges, one value per atom, all in e: atom 1 (C): -0.0863, atom 2 (C): -0.0388, atom 3 (C): -0.4178, atom 4 (C): -0.6158, atom 5 (N): -0.0603, atom 6 (O): -0.1068, atom 7 (O): -0.1508, atom 8 (O): -0.0626, atom 9 (H): 0.0395, atom 10 (H): 0.0545, atom 11 (H): 0.1034, atom 12 (H): 0.0801, atom 13 (H): 0.0593, atom 14 (H): 0.0288, atom 15 (H): 0.1014, atom 16 (H): 0.0858, atom 17 (H): 0.0133, atom 18 (H): -0.0269

Computed, not measured: a gas-phase ion, C4H10NO3 (charge +1), with ωB97M-V/def2-TZVPD.

The geometry in ORCA input format:
```
! wB97M-V def2-TZVPD RIJCOSX def2/J DEFGRID3
* xyz 1 1
C -1.7337 0.3810 -0.4436
C -0.6788 0.6824 0.6098
O -1.1867 0.3118 1.8859
C 0.6579 -0.0389 0.4180
N 1.5135 0.6837 -0.5932
C 0.4940 -1.4903 0.0117
O -0.3639 -2.2143 0.3964
O 1.4250 -1.8143 -0.9168
H -1.3025 0.1333 -1.4210
H -2.3458 1.2511 -0.6701
H -2.3783 -0.4564 -0.2125
H -0.5401 1.7647 0.6132
H -1.2003 1.0739 2.4928
H 1.1599 -0.0279 1.3829
H 2.1233 1.3352 -0.0998
H 0.9140 1.2116 -1.2380
H 2.0467 -0.0145 -1.1271
H 1.3959 -2.7721 -1.0886
*
```

Computed properties:
Orbital gap, eV: 11.1
Max |F|, hartree/bohr: 0.0294
Relative energy (zero: lowest compared OMol25 entry of this formula, charge and spin), kJ/mol: 60.23
DFT total energy, eV: -11935.9873
SMILES: C[C@@H](O)[C@H]([NH3+])C(=O)O

Table of Löwdin atomic charges, one value per atom, all in e: atom 1 (C): -0.0146, atom 2 (C): -0.3809, atom 3 (O): 0.0028, atom 4 (C): -0.1350, atom 5 (N): 0.2566, atom 6 (C): -0.4714, atom 7 (O): 0.2074, atom 8 (O): 0.1074, atom 9 (H): 0.0904, atom 10 (H): 0.0937, atom 11 (H): 0.0999, atom 12 (H): 0.1514, atom 13 (H): 0.1243, atom 14 (H): 0.1798, atom 15 (H): 0.1843, atom 16 (H): 0.1799, atom 17 (H): 0.1608, atom 18 (H): 0.1634

Computed, not measured: 2 unconnected molecules or ions with the total composition C4H10NO3, with ωB97M-V/def2-TZVPD.

The geometry in ORCA input format:
```
! wB97M-V def2-TZVPD RIJCOSX def2/J DEFGRID3
* xyz 1 1
O 0.9785 -1.9895 1.2936
C 0.5650 -0.8902 1.4688
C -0.2974 -0.1899 0.3832
C -0.1510 1.3179 0.4132
C 1.1180 1.7248 -0.3158
O 2.0022 0.9294 -0.5039
N -1.7634 -0.6054 0.5820
H 0.7039 -0.2688 2.3755
H 0.0144 -0.5784 -0.5839
H -0.9953 1.9055 0.0354
H 0.0077 1.7244 1.4137
H 1.1780 2.7719 -0.6540
H -2.0170 -1.2719 -0.1476
H -1.8819 -1.0666 1.4852
H -2.3839 0.2039 0.5451
H 0.6911 -1.8668 -2.9649
H 1.5652 -0.7505 -2.4443
O 0.6658 -1.1001 -2.3812
*
```

Computed properties:
Orbital gap, eV: 10.1
Max |F|, hartree/bohr: 0.0177
Relative energy (zero: lowest compared OMol25 entry of this formula, charge and spin), kJ/mol: 164.99
DFT total energy, eV: -11934.9016

Table of Löwdin atomic charges, one value per atom, all in e: atom 1 (O): 0.1471, atom 2 (C): -0.1949, atom 3 (C): -0.2345, atom 4 (C): -0.1074, atom 5 (C): -0.2066, atom 6 (O): 0.0884, atom 7 (N): 0.2615, atom 8 (H): 0.1475, atom 9 (H): 0.1025, atom 10 (H): 0.1314, atom 11 (H): 0.1323, atom 12 (H): 0.1409, atom 13 (H): 0.1821, atom 14 (H): 0.1738, atom 15 (H): 0.1686, atom 16 (H): 0.0628, atom 17 (H): 0.0555, atom 18 (O): -0.0510